This record from the OMol25 dataset describes a 12-piece molecular cluster, C50H78F6N4O30S6 overall at a distorted geometry. The level of theory is wB97M-V/def2-TZVPD.

ORCA input file:
```
! wB97M-V def2-TZVPD RIJCOSX def2/J DEFGRID3
* xyz 0 1
O 4.096 -1.362 5.822
N 2.881 -1.468 5.629
O 2.005 -1.245 6.500
C 2.351 -1.760 4.339
C 1.024 -1.543 4.078
C 0.587 -1.815 2.801
C 1.473 -2.209 1.826
C 2.862 -2.438 2.111
C 3.218 -2.195 3.394
H 0.397 -1.133 4.870
H -0.427 -1.566 2.575
H 0.971 -2.395 0.874
H 3.551 -2.757 1.367
H 4.275 -2.160 3.627
O 2.362 -3.820 -1.077
N 3.191 -4.288 -1.834
O 3.078 -5.247 -2.593
C 4.583 -3.687 -1.819
C 4.624 -2.354 -1.538
C 5.865 -1.752 -1.535
C 7.017 -2.471 -1.919
C 6.909 -3.782 -2.360
C 5.691 -4.429 -2.216
H 3.732 -1.808 -1.358
H 5.809 -0.688 -1.264
H 7.971 -1.906 -1.969
H 7.711 -4.348 -2.768
H 5.468 -5.438 -2.578
O -3.154 0.433 6.871
N -1.952 0.481 6.661
O -1.176 -0.253 7.271
C -1.410 1.506 5.726
C -2.322 2.338 5.095
C -1.798 3.265 4.201
C -0.424 3.369 3.922
C 0.398 2.471 4.613
C -0.077 1.503 5.494
H -3.393 2.383 5.196
H -2.556 3.875 3.787
H 0.075 4.039 3.258
H 1.491 2.409 4.529
H 0.670 0.817 5.954
O -0.237 2.154 -0.047
N -0.706 1.050 0.027
O -1.336 0.612 0.959
C -0.394 0.168 -1.101
C -0.610 -1.194 -0.911
C -0.268 -2.081 -1.933
C 0.293 -1.559 -3.129
C 0.444 -0.164 -3.305
C 0.109 0.723 -2.259
H -1.085 -1.584 -0.078
H -0.360 -3.146 -1.724
H 0.599 -2.218 -3.944
H 0.942 0.252 -4.164
H 0.260 1.811 -2.362
C -2.029 -6.429 -2.962
C -2.856 -5.924 -4.165
O -2.915 -7.000 -5.161
C -3.929 -6.825 -5.969
O -4.679 -5.847 -6.004
C -4.103 -7.960 -6.957
F -3.431 -9.081 -6.622
F -5.342 -8.261 -7.255
F -3.584 -7.485 -8.157
H -2.361 -7.429 -2.694
H -2.159 -5.737 -2.120
H -0.955 -6.446 -3.180
H -2.371 -5.123 -4.629
H -3.847 -5.650 -3.867
C -6.961 2.348 -1.996
C -5.883 1.462 -1.455
O -5.249 0.777 -2.584
C -4.491 -0.257 -2.288
O -4.331 -0.691 -1.171
C -4.039 -0.957 -3.610
F -5.082 -1.255 -4.350
F -3.175 -0.115 -4.322
F -3.328 -2.006 -3.364
H -7.806 1.856 -2.516
H -6.485 3.045 -2.709
H -7.380 2.902 -1.173
H -6.307 0.650 -0.892
H -5.169 2.052 -0.925
C 5.176 -0.910 -4.907
C 5.733 0.515 -5.141
O 5.259 1.533 -4.263
S 3.912 2.296 -4.467
C 4.382 3.781 -5.226
O 3.066 1.501 -5.325
O 3.484 2.620 -3.180
H 5.452 -1.217 -3.919
H 5.531 -1.536 -5.739
H 4.096 -0.790 -4.952
H 6.825 0.459 -5.032
H 5.505 0.796 -6.177
H 4.997 3.566 -6.063
H 4.745 4.458 -4.512
H 3.429 4.183 -5.544
C -8.030 -1.172 2.381
C -7.468 0.327 2.593
O -6.305 0.402 1.754
S -4.978 1.069 2.425
C -4.202 -0.449 2.836
O -4.256 1.698 1.381
O -5.379 1.817 3.560
H -7.397 -1.874 2.941
H -7.940 -1.436 1.331
H -9.074 -1.186 2.718
H -8.160 1.078 2.165
H -7.147 0.446 3.692
H -4.936 -1.063 3.388
H -3.311 -0.255 3.410
H -4.070 -1.057 1.918
C 5.573 7.350 -0.352
C 4.461 6.282 -0.497
O 3.153 6.883 -0.008
S 2.104 5.788 0.503
C 1.689 4.524 -0.733
O 2.752 5.013 1.575
O 0.930 6.564 0.793
H 5.446 8.227 -0.993
H 6.560 6.860 -0.416
H 5.485 7.719 0.702
H 4.182 6.154 -1.582
H 4.642 5.351 0.061
H 1.083 5.100 -1.439
H 1.078 3.757 -0.276
H 2.668 4.120 -1.202
C 3.345 1.365 0.664
C 3.132 1.438 2.140
O 4.540 1.496 2.722
S 4.699 1.947 4.269
C 4.731 3.693 3.953
O 3.469 1.601 4.921
O 5.934 1.473 4.778
H 3.898 0.475 0.401
H 3.806 2.265 0.209
H 2.331 1.242 0.229
H 2.576 2.364 2.509
H 2.648 0.520 2.564
H 4.749 4.200 4.894
H 3.875 3.903 3.262
H 5.644 3.799 3.363
C -1.995 4.243 -3.278
C -3.026 3.391 -2.593
O -3.038 3.512 -1.126
S -3.752 4.765 -0.551
C -2.525 5.038 0.700
O -3.846 5.719 -1.622
O -4.996 4.550 0.073
H -1.920 3.764 -4.292
H -1.081 4.304 -2.774
H -2.446 5.234 -3.368
H -3.975 3.666 -2.933
H -2.747 2.333 -2.633
H -2.325 4.055 1.126
H -2.954 5.738 1.445
H -1.614 5.420 0.252
C -2.758 -4.093 2.104
C -1.895 -4.592 3.285
O -0.813 -5.363 2.803
S 0.094 -6.071 3.842
C 1.154 -4.807 4.585
O -0.766 -6.473 4.880
O 0.971 -6.948 3.172
H -2.258 -3.387 1.450
H -3.666 -3.583 2.550
H -3.057 -4.966 1.533
H -1.582 -3.674 3.867
H -2.525 -5.224 3.816
H 1.738 -4.412 3.790
H 1.847 -5.240 5.293
H 0.580 -3.981 5.049
*
```

SMILES   O=[N+]([O-])c1ccccc1.O=[N+]([O-])c1ccccc1.O=[N+]([O-])c1ccccc1.O=[N+]([O-])c1ccccc1.CCOC(=O)C(F)(F)F.CCOC(=O)C(F)(F)F.CCOS(C)(=O)=O.CCOS(C)(=O)=O.CCOS(C)(=O)=O.CCOS(C)(=O)=O.CCOS(C)(=O)=O.CCOS(C)(=O)=O
Lowest unoccupied orbital energy   -0.94 eV
HOMO-LUMO gap   8.78 eV
HOMO energy   -9.7 eV

This record from the OMol25 dataset describes a 8-piece molecular cluster, C50H86FN9O4P overall at a distorted geometry. The level of theory is wB97M-V/def2-TZVPD.

ORCA input file:
```
! wB97M-V def2-TZVPD RIJCOSX def2/J DEFGRID3
* xyz 1 1
C 6.390 -2.376 0.800
C 6.228 -1.173 -0.202
C 7.379 -0.093 0.038
C 6.548 -1.779 -1.653
C 4.784 -0.550 -0.303
C 4.015 -0.333 1.059
C 3.313 -1.673 1.624
C 4.876 0.269 2.235
C 2.786 0.656 0.790
C 2.376 1.098 -0.534
C 1.205 1.970 -0.745
C 0.396 2.406 0.391
O -0.738 3.196 0.157
C -1.902 2.591 0.740
C -2.259 1.196 0.138
O -2.901 1.297 -1.149
C -2.861 0.087 -1.873
C -4.277 -0.664 -1.926
P -4.456 -2.056 -0.689
C -6.042 -1.765 0.273
C -5.819 -1.389 1.787
N -5.688 -2.613 2.635
C -2.945 -2.330 0.401
O -2.727 -1.775 1.436
N -1.958 -3.304 -0.069
C -0.697 -2.678 -0.377
O -0.192 -2.753 -1.444
F -0.053 -1.950 0.581
C 0.823 1.979 1.741
C 1.986 1.120 1.940
H 7.461 -2.668 0.933
H 5.945 -2.220 1.813
H 5.861 -3.268 0.355
H 7.198 0.561 0.923
H 7.399 0.550 -0.887
H 8.350 -0.655 0.084
H 5.583 -2.166 -2.095
H 7.232 -2.660 -1.559
H 6.940 -0.989 -2.351
H 4.915 0.474 -0.764
H 4.109 -1.126 -0.986
H 3.694 -1.918 2.654
H 2.195 -1.543 1.622
H 3.528 -2.493 0.886
H 5.884 -0.193 2.363
H 5.036 1.380 2.171
H 4.332 0.098 3.209
H 2.929 0.791 -1.449
H 0.943 2.286 -1.778
H -2.794 3.257 0.560
H -1.789 2.468 1.852
H -1.396 0.466 0.142
H -3.025 0.736 0.842
H -2.642 0.365 -2.945
H -2.049 -0.623 -1.569
H -5.122 0.049 -1.751
H -4.374 -1.133 -2.947
H -4.662 -3.265 -1.432
H -6.571 -0.918 -0.239
H -6.707 -2.665 0.206
H -6.745 -0.870 2.151
H -4.969 -0.675 1.962
H -4.748 -3.006 2.495
H -5.684 -2.284 3.608
H -2.277 -3.761 -0.930
H 0.175 2.319 2.586
H 2.240 0.805 2.977
C 6.628 0.113 -5.349
C 5.444 -0.426 -6.143
C 4.100 0.121 -5.653
C 3.876 -0.262 -4.233
N 3.703 -0.561 -3.136
H 6.576 -0.182 -4.300
H 7.564 -0.279 -5.750
H 6.669 1.205 -5.398
H 5.443 -1.518 -6.082
H 5.572 -0.164 -7.196
H 3.287 -0.283 -6.260
H 4.076 1.209 -5.736
C -6.709 -3.094 -6.016
C -5.674 -3.778 -5.128
C -6.300 -4.493 -3.926
C -7.025 -3.511 -3.074
N -7.603 -2.750 -2.415
H -7.246 -2.310 -5.478
H -6.222 -2.625 -6.872
H -7.438 -3.815 -6.392
H -4.954 -3.029 -4.781
H -5.119 -4.506 -5.723
H -5.523 -4.978 -3.330
H -6.997 -5.264 -4.261
C -6.573 -9.461 -1.057
C -7.557 -8.310 -1.236
C -8.328 -8.385 -2.557
C -7.383 -8.328 -3.705
N -6.650 -8.298 -4.595
H -5.800 -9.454 -1.829
H -6.068 -9.383 -0.092
H -7.086 -10.425 -1.095
H -7.010 -7.363 -1.180
H -8.269 -8.319 -0.408
H -9.027 -7.550 -2.633
H -8.901 -9.312 -2.614
C 0.176 2.642 5.503
C 0.796 2.610 6.893
C 2.172 3.272 6.935
C 3.095 2.565 6.016
N 3.789 2.017 5.285
H 0.778 2.081 4.784
H -0.818 2.189 5.516
H 0.076 3.670 5.141
H 0.870 1.571 7.223
H 0.135 3.123 7.596
H 2.576 3.237 7.948
H 2.105 4.318 6.643
C 0.067 8.407 5.000
C 1.522 8.427 4.539
C 2.266 7.125 4.849
C 2.282 6.883 6.316
N 2.295 6.707 7.461
H -0.010 8.297 6.083
H -0.423 9.335 4.736
H -0.481 7.586 4.530
H 2.034 9.267 5.017
H 1.551 8.605 3.461
H 3.295 7.184 4.489
H 1.781 6.280 4.353
C -4.761 11.521 2.481
C -3.312 11.551 2.008
C -2.561 10.250 2.306
C -2.532 10.002 3.772
N -2.510 9.813 4.905
H -4.828 11.407 3.565
H -5.264 12.455 2.222
H -5.310 10.699 2.014
H -2.800 12.390 2.484
H -3.293 11.732 0.930
H -1.535 10.314 1.938
H -3.046 9.405 1.812
C 6.539 -6.668 -2.619
C 5.540 -5.529 -2.791
C 4.740 -5.628 -4.093
C 5.657 -5.575 -5.262
N 6.368 -5.535 -6.164
H 7.294 -6.663 -3.407
H 7.064 -6.572 -1.667
H 6.035 -7.638 -2.632
H 6.078 -4.578 -2.759
H 4.846 -5.534 -1.946
H 4.032 -4.800 -4.162
H 4.175 -6.561 -4.126
*
```

Lowest unoccupied orbital energy   -4.47 eV
HOMO-LUMO gap   5.49 eV
HOMO energy   -10.0 eV

This record from the OMol25 dataset describes C50H91AlN11O2 as an isolated structure at a distorted geometry. The level of theory is wB97M-V/def2-TZVPD.

ORCA input file:
```
! wB97M-V def2-TZVPD RIJCOSX def2/J DEFGRID3
* xyz 1 1
Al 0.045 0.267 -0.163
C -2.482 -1.730 -4.327
C -2.359 -2.182 -2.880
C -2.359 -3.717 -2.826
O -1.375 -1.601 -2.032
H -2.602 -0.649 -4.385
H -3.406 -2.107 -4.765
H -1.685 -2.023 -5.011
H -3.362 -1.933 -2.532
H -1.337 -4.028 -3.042
H -3.020 -4.210 -3.538
H -2.638 -4.102 -1.845
C 3.394 3.842 2.226
C 2.131 3.048 2.604
C 0.975 4.108 2.874
O 1.742 2.050 1.702
H 4.288 3.222 2.289
H 3.555 4.753 2.801
H 3.283 4.151 1.187
H 2.470 2.618 3.547
H 1.237 4.879 3.598
H 0.090 3.573 3.219
H 0.672 4.684 2.000
C 5.022 -1.445 1.715
C 4.678 -0.264 2.688
C 3.454 -0.594 3.613
C 2.250 -0.960 2.862
N 1.253 -1.230 2.346
H 4.295 -1.709 0.947
H 5.096 -2.408 2.219
H 5.965 -1.248 1.203
H 4.386 0.635 2.145
H 5.548 -0.015 3.295
H 3.093 0.235 4.222
H 3.696 -1.420 4.282
C 0.868 -5.748 5.262
C 0.773 -5.390 3.792
C 1.487 -4.060 3.506
C 2.915 -4.084 3.838
N 4.051 -4.144 4.064
H 1.901 -5.748 5.610
H 0.326 -6.664 5.501
H 0.285 -5.007 5.810
H -0.267 -5.322 3.473
H 1.239 -6.198 3.228
H 0.982 -3.354 4.164
H 1.330 -3.648 2.509
C 0.656 1.089 5.781
C -0.823 0.948 6.247
C -1.830 1.473 5.209
C -1.571 1.045 3.797
N -1.360 0.679 2.679
H 1.377 0.847 6.562
H 0.934 2.047 5.341
H 0.851 0.374 4.981
H -1.058 1.357 7.230
H -1.040 -0.113 6.368
H -1.842 2.561 5.284
H -2.842 1.166 5.471
C -4.688 3.955 -1.713
C -5.219 2.550 -2.111
C -4.260 1.767 -3.061
C -2.809 1.742 -2.677
N -1.693 1.761 -2.369
H -3.867 3.916 -0.998
H -5.489 4.567 -1.298
H -4.399 4.499 -2.613
H -6.189 2.604 -2.606
H -5.483 1.994 -1.211
H -4.228 2.202 -4.060
H -4.625 0.743 -3.137
C 3.572 5.843 -2.426
C 3.061 6.121 -0.986
C 1.772 5.368 -0.583
C 1.550 3.969 -1.021
N 1.420 2.884 -1.392
H 4.234 6.631 -2.787
H 2.738 5.776 -3.123
H 4.191 4.947 -2.481
H 2.889 7.182 -0.803
H 3.842 5.821 -0.288
H 0.876 5.885 -0.925
H 1.732 5.339 0.506
C 4.902 1.119 -3.608
C 5.708 1.763 -2.464
C 4.873 2.065 -1.258
C 3.976 0.960 -0.849
N 3.312 0.058 -0.565
H 4.403 0.171 -3.409
H 5.503 0.872 -4.483
H 4.108 1.799 -3.919
H 6.211 2.647 -2.856
H 6.488 1.076 -2.135
H 4.310 2.975 -1.466
H 5.593 2.236 -0.458
C 2.959 -3.161 -4.006
C 1.662 -3.987 -3.775
C 1.635 -4.595 -2.375
C 1.636 -3.580 -1.338
N 1.663 -2.767 -0.533
H 3.084 -2.275 -3.384
H 2.985 -2.845 -5.049
H 3.869 -3.728 -3.811
H 1.719 -4.810 -4.488
H 0.795 -3.373 -4.020
H 2.484 -5.242 -2.157
H 0.740 -5.211 -2.287
C -4.296 3.614 2.573
C -3.282 4.775 2.737
C -2.567 5.085 1.363
C -1.897 3.898 0.757
N -1.391 3.006 0.278
H -3.763 2.663 2.558
H -4.829 3.612 1.623
H -5.036 3.711 3.367
H -2.547 4.673 3.535
H -3.899 5.638 2.990
H -1.927 5.942 1.573
H -3.374 5.478 0.744
C -7.038 -0.898 0.398
C -6.053 -2.058 0.032
C -4.651 -2.014 0.646
C -3.939 -0.738 0.443
N -3.342 0.264 0.270
H -6.895 -0.689 1.458
H -8.039 -1.263 0.169
H -6.807 0.006 -0.164
H -5.991 -2.187 -1.049
H -6.584 -2.975 0.289
H -4.066 -2.856 0.274
H -4.627 -2.132 1.729
C 2.622 0.143 -6.736
C 1.112 0.370 -6.626
C 0.435 -0.382 -5.415
C 1.013 -0.094 -4.093
N 1.486 0.150 -3.029
H 3.034 0.555 -7.657
H 2.738 -0.937 -6.828
H 3.182 0.501 -5.872
H 0.661 0.098 -7.580
H 0.991 1.445 -6.493
H 0.428 -1.466 -5.523
H -0.592 -0.040 -5.285
C -3.140 -5.799 1.983
C -2.609 -5.664 0.551
C -1.267 -4.897 0.644
C -1.401 -3.508 0.996
N -1.503 -2.391 1.234
H -3.358 -4.859 2.489
H -2.440 -6.385 2.580
H -4.076 -6.357 2.023
H -3.353 -5.064 0.026
H -2.581 -6.575 -0.047
H -0.871 -4.893 -0.371
H -0.551 -5.331 1.342
*
```

Lowest unoccupied orbital energy   -6.53 eV
HOMO-LUMO gap   3.12 eV
HOMO energy   -9.6 eV